The following is a DFT calculation (wB97M-V/def2-TZVPD) of a molecular structure, AlF24P4.

The value obtained for the energy relative to the best compared isomer or geometry (same formula, charge and spin) is 1.871 eV. The value obtained for the gap between HOMO and LUMO is 4.22 eV. As for the charge: -1. As for the electronic energy: -108990.481 eV. For the highest occupied orbital energy, the calculation gives -10.56 eV. As for the multiplicity: 1.

CARTESIAN COORDINATES (ANGSTROEM)
Al: -1.18 0.26 0.18
P: 0.91 -0.43 -2.81
F: 2.33 0.09 -3.33
F: 1.42 -0.42 -1.23
F: 0.34 1.06 -2.40
F: -0.46 -1.06 -2.18
F: 0.34 -0.30 -4.29
F: 1.43 -1.92 -3.08
P: -1.17 3.86 0.04
F: 0.03 4.87 0.14
F: -0.44 2.95 -1.07
F: -0.60 2.84 1.21
F: -2.44 2.78 -0.19
F: -2.04 4.54 1.21
F: -1.84 4.80 -1.06
P: 1.86 -0.04 2.28
F: 0.66 0.26 3.31
F: 2.75 1.11 2.92
F: 2.46 -1.20 3.19
F: 2.89 -0.44 1.11
F: 0.79 -1.16 1.65
F: 1.31 1.06 1.19
P: -1.33 -3.43 0.48
F: -1.06 -4.25 -0.85
F: -2.51 -4.38 0.94
F: -0.20 -4.23 1.24
F: -1.50 -2.44 1.78
F: -0.28 -2.29 -0.12
F: -2.50 -2.47 -0.26

***

The following is a DFT calculation (wB97M-V/def2-TZVPD) of a molecular structure, AlF4N2O8S4.

The value obtained for the energy relative to the best compared isomer or geometry (same formula, charge and spin) is 3.483 eV. The value obtained for the gap between HOMO and LUMO is 2.34 eV. As for the charge: +1. As for the electronic energy: -80146.502 eV. For the highest occupied orbital energy, the calculation gives -14.54 eV. As for the multiplicity: 1.

CARTESIAN COORDINATES (ANGSTROEM)
Al: -1.05 -1.86 0.98
N: 0.89 -1.89 -1.10
S: 2.02 -2.78 -1.53
O: 3.21 -2.63 -0.74
O: 1.99 -3.30 -2.89
F: 1.45 -4.14 -0.87
S: 1.32 -0.71 -2.23
O: 0.58 -0.64 -3.45
O: 2.63 -0.14 -2.27
F: 0.51 0.32 -1.33
N: -1.30 0.94 1.49
S: -0.89 1.79 2.72
O: -1.90 2.50 3.45
O: 0.39 2.40 2.57
F: -0.58 0.49 3.63
S: -2.14 2.22 0.77
O: -1.74 3.57 0.81
O: -3.57 2.04 0.75
F: -1.83 1.83 -0.74

***

The following is a DFT calculation (wB97M-V/def2-TZVPD) of a molecular structure, Ar2H22O11.

The value obtained for the energy relative to the best compared isomer or geometry (same formula, charge and spin) is 0.000 eV. The value obtained for the gap between HOMO and LUMO is 10.25 eV. As for the electronic energy: -51589.731 eV. For the highest occupied orbital energy, the calculation gives -10.40 eV. As for the multiplicity: 1.

CARTESIAN COORDINATES (ANGSTROEM)
Ar: 2.51 15.93 -12.28
Ar: 2.22 17.73 -8.79
O: 3.12 19.67 -5.84
H: 3.42 20.51 -5.49
H: 2.31 19.88 -6.31
O: 1.11 13.51 -8.75
H: 1.29 12.71 -8.25
H: 1.15 14.21 -8.11
O: 4.45 20.88 -8.44
H: 3.71 21.47 -8.60
H: 4.17 20.34 -7.70
O: 0.04 21.02 -9.61
H: 0.10 20.47 -10.39
H: -0.55 21.73 -9.85
O: 3.36 16.45 -5.46
H: 4.29 16.30 -5.62
H: 3.28 17.40 -5.36
O: 4.36 19.92 -11.03
H: 4.53 20.07 -10.10
H: 4.29 20.80 -11.41
O: 0.59 20.36 -6.85
H: 0.10 19.59 -6.55
H: 0.38 20.44 -7.78
O: 1.33 19.77 -12.00
H: 1.11 20.47 -12.61
H: 2.08 20.10 -11.51
O: -0.68 17.69 -7.18
H: -0.85 17.91 -8.10
H: -1.55 17.64 -6.78
O: -1.43 17.70 -9.86
H: -1.03 16.87 -10.13
H: -1.32 18.27 -10.62
O: 0.95 15.51 -6.63
H: 1.76 15.76 -6.20
H: 0.62 16.31 -7.03

***

The following is a DFT calculation (wB97M-V/def2-TZVPD) of a molecular structure, ArH26O13.

The value obtained for the energy relative to the best compared isomer or geometry (same formula, charge and spin) is 0.606 eV. The value obtained for the gap between HOMO and LUMO is 10.33 eV. As for the electronic energy: -41394.916 eV. For the highest occupied orbital energy, the calculation gives -10.64 eV. As for the multiplicity: 1.

CARTESIAN COORDINATES (ANGSTROEM)
Ar: -0.25 0.68 0.09
O: -2.46 1.02 -2.55
H: -1.95 1.60 -1.98
H: -3.33 1.01 -2.16
O: -3.08 -2.01 0.55
H: -2.73 -2.00 -0.34
H: -3.34 -2.92 0.70
O: -0.51 -3.29 1.80
H: -1.40 -3.21 1.45
H: -0.29 -2.41 2.10
O: 3.51 0.89 -1.38
H: 3.48 1.69 -1.92
H: 2.92 0.29 -1.83
O: 2.56 -0.90 1.38
H: 3.24 -1.18 1.99
H: 2.99 -0.91 0.52
O: -2.55 -1.92 -2.40
H: -3.33 -2.13 -2.92
H: -2.40 -0.99 -2.56
O: 1.88 4.37 -0.17
H: 1.92 3.99 -1.05
H: 2.13 3.65 0.41
O: 3.00 1.92 1.12
H: 2.66 1.16 1.59
H: 3.14 1.61 0.23
O: 0.31 -0.84 2.75
H: -0.08 0.03 2.62
H: 1.08 -0.85 2.18
O: -1.44 1.77 2.90
H: -1.24 1.77 3.84
H: -1.99 0.99 2.78
O: -2.86 -0.56 3.10
H: -2.83 -1.38 3.58
H: -3.07 -0.81 2.20
O: 0.71 1.55 -3.87
H: 0.78 0.88 -3.20
H: 0.77 1.08 -4.70
O: 1.41 -0.84 -2.19
H: 1.38 -1.59 -1.60
H: 1.28 -1.21 -3.06

***

The following is a DFT calculation (wB97M-V/def2-TZVPD) of a molecular structure, AsCsF6.

The value obtained for the energy relative to the best compared isomer or geometry (same formula, charge and spin) is 0.370 eV. The value obtained for the gap between HOMO and LUMO (spin up / spin down) is 12.70 / 5.77 eV. As for the charge: +1. As for the electronic energy: -77682.928 eV. For the highest occupied orbital energy (spin up / spin down), the calculation gives -18.15 / -17.83 eV. The expectation value of S² is 0.760. As for the multiplicity: 2.

CARTESIAN COORDINATES (ANGSTROEM)
Cs: -1.02 2.73 2.50
As: 0.17 -0.36 -0.36
F: 0.42 1.14 0.53
F: 1.91 -0.36 -0.79
F: -0.16 -1.97 -1.19
F: -1.56 -0.26 0.07
F: -0.26 0.48 -1.95
F: 0.49 -1.40 1.19

***

The following is a DFT calculation (wB97M-V/def2-TZVPD) of a molecular structure, AsF6H22O11.

The value obtained for the energy relative to the best compared isomer or geometry (same formula, charge and spin) is 0.886 eV. The value obtained for the gap between HOMO and LUMO is 10.70 eV. As for the charge: -1. As for the electronic energy: -100030.535 eV. For the highest occupied orbital energy, the calculation gives -8.35 eV. As for the multiplicity: 1.

CARTESIAN COORDINATES (ANGSTROEM)
As: 0.05 0.12 0.19
F: 0.19 -1.65 0.15
F: -0.70 0.05 1.77
F: -0.07 1.88 0.32
F: 0.83 0.22 -1.39
F: -1.48 0.11 -0.68
F: 1.64 0.21 0.91
O: -2.92 -0.06 3.42
H: -2.25 0.40 2.89
H: -3.04 -0.90 2.99
O: -1.65 2.04 -2.52
H: -1.59 1.43 -1.76
H: -1.49 1.48 -3.28
O: 1.88 3.14 -0.92
H: 2.54 2.53 -0.58
H: 1.06 2.91 -0.42
O: 4.02 0.19 2.18
H: 3.68 0.84 2.80
H: 3.24 -0.09 1.68
O: -2.60 3.94 1.19
H: -2.94 4.63 1.76
H: -1.66 3.90 1.39
O: -1.56 -4.12 -1.18
H: -0.73 -3.72 -1.47
H: -2.08 -4.18 -1.99
O: 0.67 -2.73 -2.45
H: 1.17 -2.87 -3.26
H: 1.01 -1.90 -2.09
O: 0.55 -3.42 2.27
H: -0.37 -3.68 2.21
H: 0.79 -3.17 1.38
O: -2.69 -1.73 -2.86
H: -3.30 -0.99 -2.80
H: -1.95 -1.49 -2.30
O: 2.99 1.92 -3.33
H: 3.19 0.98 -3.45
H: 2.67 1.99 -2.42
O: 1.13 0.90 4.07
H: 0.46 0.93 3.38
H: 1.30 -0.04 4.20

***

The following is a DFT calculation (wB97M-V/def2-TZVPD) of a molecular structure, AsF6H28O14.

The value obtained for the energy relative to the best compared isomer or geometry (same formula, charge and spin) is 3.464 eV. The value obtained for the gap between HOMO and LUMO is 11.22 eV. As for the charge: -1. As for the electronic energy: -106268.132 eV. For the highest occupied orbital energy, the calculation gives -9.31 eV. As for the multiplicity: 1.

CARTESIAN COORDINATES (ANGSTROEM)
As: 0.51 0.31 0.82
F: 0.16 2.09 0.48
F: 0.53 0.73 2.56
F: 0.64 -1.53 1.04
F: 0.49 0.04 -0.95
F: 2.24 0.68 0.87
F: -1.28 0.00 1.03
O: 2.92 2.09 -6.70
H: 2.53 2.77 -6.15
H: 2.28 1.38 -6.69
O: -3.46 1.73 -4.27
H: -3.81 1.02 -3.73
H: -2.64 1.38 -4.62
O: -2.91 -5.51 0.33
H: -3.33 -6.06 1.00
H: -2.21 -5.06 0.80
O: -0.63 -2.76 6.45
H: -1.55 -2.75 6.19
H: -0.30 -1.91 6.18
O: 3.47 3.08 6.50
H: 2.74 2.78 5.96
H: 3.13 3.86 6.94
O: -4.47 -2.49 -3.17
H: -3.91 -2.79 -2.45
H: -5.27 -2.19 -2.74
O: 6.78 -2.05 1.83
H: 6.07 -1.59 1.38
H: 7.01 -1.48 2.56
O: -5.09 4.20 3.96
H: -4.63 4.86 3.43
H: -5.29 3.50 3.33
O: -1.92 -2.13 -7.06
H: -2.68 -2.09 -7.65
H: -2.30 -2.11 -6.19
O: 5.18 4.75 2.45
H: 5.52 4.15 1.78
H: 4.83 4.18 3.13
O: 2.33 -6.72 4.63
H: 1.75 -5.97 4.77
H: 2.49 -6.73 3.69
O: -7.73 -1.38 0.14
H: -8.44 -0.95 0.62
H: -7.01 -1.42 0.76
O: 6.17 0.93 -3.34
H: 5.44 1.02 -3.95
H: 6.67 0.18 -3.67
O: -0.06 5.24 -4.35
H: -0.01 5.19 -3.39
H: -0.96 5.50 -4.53

***

The following is a DFT calculation (wB97M-V/def2-TZVPD) of a molecular structure, AsF6H32O16.

The value obtained for the energy relative to the best compared isomer or geometry (same formula, charge and spin) is 1.585 eV. The value obtained for the gap between HOMO and LUMO is 10.01 eV. As for the charge: -1. As for the electronic energy: -110430.355 eV. For the highest occupied orbital energy, the calculation gives -7.95 eV. As for the multiplicity: 1.

CARTESIAN COORDINATES (ANGSTROEM)
As: 2.02 12.95 19.29
F: 1.26 13.85 18.00
F: 0.46 12.74 20.06
F: 2.75 12.05 20.61
F: 3.48 12.97 18.29
F: 2.35 14.48 20.06
F: 1.65 11.47 18.36
O: 4.64 14.75 22.27
H: 3.68 14.71 22.28
H: 4.87 14.73 21.33
O: 1.53 8.90 20.93
H: 1.01 9.20 21.68
H: 1.00 9.13 20.15
O: 0.32 14.22 14.98
H: 1.29 14.34 15.00
H: 0.19 13.35 14.57
O: 5.69 12.27 15.80
H: 5.32 11.43 15.53
H: 4.92 12.79 16.08
O: 2.79 9.09 17.69
H: 3.65 9.25 18.11
H: 2.16 9.50 18.29
O: 3.00 13.91 15.65
H: 3.18 14.84 15.79
H: 2.77 13.57 16.54
O: 6.37 12.36 20.18
H: 5.56 11.88 20.38
H: 6.08 13.24 19.91
O: 1.70 15.90 22.74
H: 1.47 15.97 23.67
H: 1.61 14.96 22.53
O: -1.04 15.79 18.27
H: -0.20 15.84 17.80
H: -1.24 14.85 18.29
O: -1.24 14.79 20.96
H: -2.02 14.83 20.40
H: -0.68 14.12 20.56
O: 5.48 14.98 19.43
H: 6.18 15.64 19.50
H: 4.95 15.27 18.68
O: 0.39 11.39 15.22
H: 0.86 11.80 15.97
H: -0.53 11.38 15.50
O: -0.38 9.44 18.96
H: -0.07 10.36 18.90
H: -1.26 9.46 18.58
O: -2.18 11.24 20.91
H: -1.46 11.88 20.94
H: -2.89 11.64 21.42
O: 3.25 17.72 20.97
H: 2.94 16.94 21.45
H: 2.80 18.46 21.40
O: 4.26 11.10 22.48
H: 3.57 11.16 23.15
H: 3.79 11.24 21.64

***

> The highest electronic energy belongs to which entry?

ArH26O13